C61H48BBr4N8O2PS2Ta | wB97M-V/def2-TZVPD

Last column: Mulliken charge in e.
Element x y z (Å)
Ta  0.5244  0.2955  0.3950  -0.154
Br  -1.9137  1.9571  3.7588  -0.025
Br  -6.2648  -1.5923  3.5335  -0.183
Br  0.2278  -3.4511  -2.0681  0.100
Br  5.3785  -5.5067  -1.3027  -0.197
S  -1.3259  2.7130  -3.4126  -0.260
S  -0.9322  -0.1615  -1.5414  -0.141
P  -2.0896  1.0260  -2.8459  0.756
O  1.1604  -1.4002  0.0533  0.677
O  -0.8224  0.0623  1.6278  0.570
N  1.6480  3.2109  0.5679  0.539
N  1.6717  0.7973  2.3352  0.666
N  2.6341  1.7559  2.3231  0.763
N  2.3863  0.8800  -0.8381  -0.778
N  0.4317  2.5893  0.3951  0.268
N  3.3296  1.4688  -0.0447  0.693
N  -1.5847  -2.5390  1.2009  1.012
N  3.5116  -1.3065  1.3461  0.628
C  -0.7440  -1.5854  5.8141  -0.947
C  5.5897  -3.0805  0.7908  -1.326
C  4.5612  1.1772  -0.4666  0.469
C  -4.2271  0.0327  -1.3241  -0.611
C  4.4414  0.3856  -1.5912  -0.698
C  -6.4520  0.9312  -1.4628  -0.667
C  -3.9569  0.0053  3.4829  -0.536
C  1.7648  -1.2605  -5.5601  -0.493
C  -2.6706  0.3779  3.0611  0.605
C  4.3579  -3.2162  0.1138  0.944
C  -4.1664  -3.3652  1.8785  -1.301
C  -2.4305  -1.6982  1.8465  -1.000
C  0.1895  4.8084  0.2110  -1.224
C  -3.0679  -1.7732  -6.3625  -0.643
C  -3.2970  -4.2046  1.2572  -1.321
C  1.6087  0.3910  -3.8195  -0.319
C  1.8569  -3.3396  -1.1444  0.906
C  1.2405  -0.0716  -5.0722  -0.708
C  -2.0499  -1.4828  -4.2041  0.415
C  5.7390  -2.0967  1.7239  -1.483
C  1.5779  0.3634  3.6110  -0.629
C  2.8496  -4.2960  -1.4394  -0.699
C  -1.9523  -0.4013  2.1916  -0.245
C  5.7913  1.6956  0.1954  -1.551
C  1.5144  4.5372  0.4506  0.321
C  -4.7122  3.7306  0.5225  -0.823
C  4.0685  -4.2283  -0.8390  -0.202
C  0.1994  -3.0887  4.1982  -0.671
C  -0.0310  -0.5401  5.2531  -0.686
C  4.6548  -1.2345  1.9772  -0.171
C  -0.9713  -4.7677  0.4863  -1.871
C  -2.6446  4.6605  -0.2697  -0.972
C  -4.4898  -1.1707  3.0422  0.168
C  2.6316  5.5134  0.5979  -1.487
C  -4.6554  2.0024  -2.6496  -0.327
C  -5.9972  1.9367  -2.3030  -0.804
C  -3.0480  0.3958  -5.3270  -0.894
C  3.1061  1.9709  3.5564  0.571
C  2.4561  1.0988  4.4063  -0.998
C  -4.0463  2.5710  0.8692  -0.542
C  -5.5651  -0.0172  -0.9679  -0.605
C  4.1655  2.9727  3.8680  -1.518
C  -0.6283  -2.8651  5.2866  -0.670
C  0.7606  -0.7517  4.1238  0.430
C  2.0827  -2.3409  -0.2412  -0.477
C  3.0857  -1.4934  -3.5705  -0.431
C  -1.9745  -3.7685  0.9798  1.153
C  -3.7713  1.0479  -2.1626  0.852
C  3.0752  0.2505  -1.8224  -0.279
C  2.6918  -1.9701  -4.8098  -1.048
C  -0.4748  3.5838  0.1956  -0.733
C  0.8784  -2.0351  3.6040  0.772
C  -2.3939  -2.2998  -5.2729  -0.492
C  -1.9477  3.5193  0.1456  0.704
C  -3.7309  -2.0709  2.2526  0.986
C  -3.3943  -0.4223  -6.3883  -0.683
C  -4.0093  4.7620  -0.0907  -1.093
C  3.3469  -2.2786  0.4237  0.052
C  2.5258  -0.3256  -3.0571  0.771
C  -2.3733  -0.1342  -4.2268  0.888
C  -2.6808  2.4592  0.6522  2.543
B  2.9253  2.4923  1.0154  -1.174
H  -7.4987  0.8863  -1.1917  0.406
H  1.2243  1.3364  -3.4574  0.703
H  3.1172  -2.8866  -5.1978  0.438
H  2.6145  0.9760  5.4638  0.651
H  -1.1712  -3.6874  5.7348  0.442
H  -1.2386  -5.1451  -0.5016  0.465
H  3.8368  -2.0244  -2.9967  0.510
H  6.3960  -3.7645  0.5655  0.402
H  -4.5885  1.7420  1.3049  0.479
H  5.2393  0.0259  -2.2181  0.692
H  -3.5375  -0.7133  -0.9469  0.525
H  -5.1727  -3.6799  2.1170  0.498
H  0.3200  -4.0905  3.8100  0.476
H  3.0848  5.4567  1.5870  0.211
H  -3.9235  -0.0087  -7.2364  0.435
H  0.5465  0.5043  -5.6690  0.403
H  -3.5929  -5.2088  0.9837  0.540
H  6.6646  1.1896  -0.2102  0.465
H  6.6654  -1.9741  2.2674  0.485
H  -3.3370  -2.4100  -7.1948  0.409
H  -5.9184  -0.8041  -0.3131  0.527
H  5.9047  2.7670  0.0252  0.280
H  4.5418  2.8005  4.8738  0.440
H  -2.1326  -3.3501  -5.2477  0.463
H  5.7615  1.5271  1.2721  0.171
H  3.7722  3.9892  3.8234  0.254
H  2.6302  -5.0714  -2.1589  0.572
H  -6.6885  2.6770  -2.6842  0.439
H  4.7348  -0.4600  2.7347  0.493
H  -2.1816  1.5404  0.9016  -0.411
H  0.0224  -4.3257  0.4467  -0.093
H  -3.2841  1.4524  -5.3571  0.390
H  2.2415  6.5185  0.4553  0.460
H  -5.7749  3.8244  0.7011  0.449
H  3.8017  3.2809  1.1718  -0.058
H  1.5244  -2.2096  2.7543  0.132
H  -4.2851  2.8008  -3.2815  0.487
H  -0.2466  5.7853  0.1189  0.614
H  3.4134  5.3384  -0.1407  0.272
H  -2.1188  5.4759  -0.7449  0.397
H  -0.9532  -5.6223  1.1660  0.549
H  -4.5131  0.6584  4.1394  0.581
H  -1.5161  -1.8956  -3.3590  -0.615
H  1.4602  -1.6269  -6.5319  0.474
H  -4.5267  5.6521  -0.4237  0.414
H  -0.0911  0.4514  5.6818  0.533
H  -1.3765  -1.4048  6.6734  0.475
H  4.9966  2.9097  3.1667  0.238

HOMO ... -10.35 eV
Kohn-Sham gap ... 6.8 eV
Net charge ... +1
Calculated total energy ... -393414.119 eV